(1)
{
  "formula": "C20H48ClFN4O7S",
  "method": "ωB97M-V/def2-TZVPD",
  "homo_ev": -9.090,
  "smiles": "CC(C)[C@@H](C)CON(CC(=O)Cl)S(=O)(=O)F.COC[C@@H](C)N.COC[C@@H](C)N.COC[C@@H](C)N",
  "largest_force_ha_per_bohr": 0.006,
  "mol_weight_g_mol": 543.1,
  "energy_ev": -67882.8372,
  "gap_ev": 9.6,
  "species": ["C", "C", "C", "C", "C", "C", "O", "N", "C", "C", "O", "Cl", "S", "O", "O", "F", "H", "H", "H", "H", "H", "H", "H", "H", "H", "H", "H", "H", "H", "H", "H", "C", "O", "C", "C", "C", "N", "H", "H", "H", "H", "H", "H", "H", "H", "H", "H", "H", "C", "O", "C", "C", "C", "N", "H", "H", "H", "H", "H", "H", "H", "H", "H", "H", "H", "C", "O", "C", "C", "C", "N", "H", "H", "H", "H", "H", "H", "H", "H", "H", "H", "H"],
  "positions_angstrom": [[-2.904834, -2.975423, 4.142078], [-3.556132, -1.657685, 3.710134], [-4.866045, -1.930068, 2.948684], [-2.586974, -0.715388, 2.956826], [-1.708621, 0.066617, 3.934987], [-1.706343, -1.405100, 1.901248], [-1.933644, -0.927057, 0.556062], [-3.182288, -1.366403, 0.113139], [-3.909951, -0.288159, -0.525965], [-3.193496, 0.352507, -1.701118], [-2.127202, 0.088865, -2.120263], [-4.191446, 1.637861, -2.412285], [-3.171027, -2.808336, -0.772487], [-3.772123, -3.820020, 0.014481], [-3.580454, -2.580286, -2.111098], [-1.642470, -3.096985, -0.771816], [-1.908585, -2.821499, 4.563644], [-3.521865, -3.477913, 4.888563], [-2.814979, -3.662247, 3.297659], [-3.826372, -1.126436, 4.628655], [-5.712673, -1.936537, 3.638105], [-5.064623, -1.158558, 2.203052], [-4.851240, -2.898813, 2.446753], [-3.203114, 0.006767, 2.411384], [-2.328129, 0.580023, 4.672870], [-1.089855, 0.801992, 3.419671], [-1.053174, -0.611401, 4.488694], [-1.816142, -2.489473, 1.894543], [-0.652549, -1.166672, 2.055155], [-4.892272, -0.639618, -0.841475], [-4.078075, 0.488824, 0.221880], [2.097291, 0.609347, 0.536728], [2.492666, -0.339517, 1.508936], [2.530637, -1.682790, 1.074818], [3.805047, -2.073325, 0.315626], [3.853698, -1.563955, -1.121327], [5.020881, -1.644990, 1.011997], [1.328514, 0.202303, -0.128519], [2.946836, 0.951304, -0.058311], [1.688466, 1.469541, 1.066057], [2.485699, -2.280520, 1.989797], [1.633494, -1.917271, 0.483533], [3.813105, -3.167596, 0.276014], [4.093520, -0.501507, -1.159460], [4.630516, -2.090277, -1.675037], [2.901777, -1.720056, -1.632600], [5.057614, -2.084825, 1.926884], [4.928562, -0.650189, 1.211004], [-4.034837, 0.542865, -6.005273], [-5.039832, 1.534091, -5.892232], [-4.859733, 2.674576, -6.707302], [-5.331220, 2.512945, -8.157656], [-4.400141, 1.674728, -9.026957], [-6.689350, 1.974465, -8.255166], [-3.053109, 0.989657, -6.188585], [-4.263375, -0.168997, -6.802072], [-4.001465, 0.000657, -5.060906], [-5.460980, 3.459726, -6.241033], [-3.810554, 2.998849, -6.674147], [-5.354140, 3.523496, -8.578935], [-4.512564, 0.610153, -8.820543], [-4.637318, 1.826688, -10.079353], [-3.354889, 1.946086, -8.867620], [-7.340216, 2.597664, -7.787855], [-6.725858, 1.108452, -7.724610], [8.107579, 0.753068, 5.531441], [7.044753, 1.685154, 5.536439], [7.169917, 2.759967, 4.626426], [6.702913, 2.448917, 3.199779], [7.668458, 1.573454, 2.407557], [5.370815, 1.840864, 3.159909], [9.066693, 1.247313, 5.346563], [7.964476, -0.031418, 4.784255], [8.136715, 0.288874, 6.516554], [6.536004, 3.554346, 5.028808], [8.203797, 3.131235, 4.622770], [6.634227, 3.413530, 2.686160], [7.602182, 0.528395, 2.711989], [7.424353, 1.614110, 1.346532], [8.701463, 1.902835, 2.534533], [4.694900, 2.473084, 3.577828], [5.378713, 1.031111, 3.774795]],
  "forces_ev_per_a": [[-0.03, 0.05, -0.05], [-0.06, -0.04, 0.03], [0.01, -0.01, 0.13], [0.00, -0.08, -0.09], [-0.13, -0.17, 0.14], [0.00, 0.11, -0.07], [0.02, -0.13, 0.14], [-0.19, 0.06, -0.26], [0.04, 0.09, 0.09], [-0.16, -0.05, 0.04], [0.20, -0.07, -0.07], [-0.06, 0.07, -0.03], [0.20, 0.07, 0.12], [0.09, -0.06, 0.04], [-0.07, 0.03, 0.02], [-0.12, 0.03, -0.05], [-0.05, -0.03, 0.06], [0.04, 0.02, 0.02], [0.02, 0.00, 0.02], [0.04, 0.08, -0.06], [0.02, -0.07, -0.01], [-0.03, -0.02, 0.01], [0.06, 0.08, -0.13], [0.03, 0.03, 0.05], [0.04, 0.07, -0.06], [0.03, -0.03, 0.00], [0.06, 0.05, -0.05], [0.02, 0.00, 0.05], [0.00, -0.04, 0.00], [0.05, -0.02, -0.06], [0.03, -0.02, 0.00], [0.05, 0.01, 0.04], [-0.13, 0.05, 0.05], [-0.03, -0.11, 0.04], [0.07, 0.10, -0.07], [-0.02, -0.04, -0.04], [-0.13, 0.04, 0.13], [0.00, 0.00, -0.02], [-0.04, 0.00, -0.06], [-0.01, -0.02, 0.03], [0.00, 0.03, 0.01], [0.03, 0.01, -0.06], [-0.03, -0.01, 0.04], [-0.01, 0.01, 0.02], [0.02, 0.01, 0.02], [0.00, 0.01, 0.01], [0.05, -0.05, -0.04], [0.08, 0.01, -0.03], [-0.12, -0.02, 0.07], [0.06, -0.04, -0.02], [-0.03, 0.09, 0.04], [-0.02, -0.07, -0.04], [0.03, 0.01, -0.03], [0.01, 0.04, 0.10], [0.01, 0.00, -0.01], [0.08, 0.00, -0.02], [0.00, 0.01, 0.01], [-0.01, -0.02, 0.02], [0.01, -0.02, -0.04], [0.02, 0.02, 0.03], [0.00, 0.00, 0.03], [-0.03, -0.01, 0.01], [0.00, 0.00, 0.01], [-0.01, 0.02, -0.05], [0.00, -0.02, -0.04], [-0.03, 0.00, 0.05], [0.02, -0.05, -0.02], [-0.02, 0.08, 0.00], [0.01, -0.11, -0.06], [0.02, 0.02, -0.03], [0.02, 0.04, 0.12], [0.01, -0.01, -0.01], [0.04, 0.02, -0.02], [-0.01, 0.00, 0.00], [-0.01, -0.02, 0.02], [0.00, -0.01, -0.04], [0.02, 0.03, 0.03], [0.00, 0.01, 0.02], [-0.03, -0.02, 0.01], [0.00, 0.00, 0.00], [-0.03, 0.01, -0.09], [-0.01, -0.04, -0.06]],
  "lowdin_charge": [-0.07, -0.38, -0.06, -0.32, -0.06, -0.12, -0.12, -0.21, -0.18, -0.79, 0.10, 0.70, 0.64, -0.23, -0.21, -0.10, 0.08, 0.08, 0.07, 0.13, 0.08, 0.06, 0.07, 0.13, 0.08, 0.08, 0.08, 0.11, 0.13, 0.13, 0.13, -0.10, -0.20, -0.22, -0.43, -0.07, 0.04, 0.09, 0.08, 0.09, 0.12, 0.12, 0.13, 0.06, 0.07, 0.08, 0.07, 0.06, -0.11, -0.21, -0.21, -0.44, -0.07, 0.04, 0.09, 0.08, 0.07, 0.12, 0.12, 0.13, 0.06, 0.08, 0.08, 0.07, 0.07, -0.11, -0.19, -0.21, -0.44, -0.07, 0.04, 0.09, 0.07, 0.09, 0.12, 0.12, 0.13, 0.06, 0.08, 0.08, 0.07, 0.07]
}

***

(2)
{
  "formula": "C20H48ClNO12P3Zr",
  "method": "ωB97M-V/def2-TZVPD",
  "homo_ev": [-19.909, -19.909],
  "largest_force_ha_per_bohr": 0.154,
  "mol_weight_g_mol": 714.2,
  "energy_ev": -89209.2249,
  "gap_ev": [4.2, 2.7],
  "s_squared": 0.7543,
  "charge": 4,
  "spin_multiplicity": 2,
  "species": ["Zr", "Cl", "C", "C", "N", "H", "H", "H", "C", "C", "O", "P", "O", "O", "C", "C", "O", "C", "C", "H", "H", "H", "H", "H", "H", "H", "H", "H", "H", "H", "H", "H", "H", "H", "C", "C", "O", "P", "O", "O", "C", "C", "O", "C", "C", "H", "H", "H", "H", "H", "H", "H", "H", "H", "H", "H", "H", "H", "H", "H", "C", "C", "O", "P", "O", "O", "C", "C", "O", "C", "C", "H", "H", "H", "H", "H", "H", "H", "H", "H", "H", "H", "H", "H", "H", "H"],
  "positions_angstrom": [[1.508068, -0.408269, -1.407253], [0.040202, -0.484414, 0.771228], [-0.286751, 0.652742, 4.488921], [-1.578274, 1.307240, 4.250916], [-2.616870, 1.775219, 4.067830], [0.290156, 1.362254, 5.082107], [0.318002, 0.415057, 3.613780], [-0.492172, -0.274762, 5.023368], [6.159583, -3.576375, 1.970345], [5.466342, -2.954185, 0.791583], [4.469044, -3.792476, 0.213219], [2.885710, -3.462403, 0.497416], [2.316765, -2.241794, -0.221630], [2.203378, -4.958255, 0.277947], [2.769127, -5.995430, 1.092514], [2.430448, -7.328922, 0.524731], [2.836548, -3.351316, 2.133873], [1.666532, -2.882438, 2.884310], [1.762122, -3.378698, 4.349804], [6.885464, -2.939752, 2.476195], [5.548204, -3.836778, 2.834350], [6.732813, -4.460197, 1.690396], [5.011769, -2.017762, 1.114983], [6.276536, -2.632892, 0.137011], [3.852285, -5.936799, 1.199410], [2.361475, -5.932149, 2.101435], [3.191988, -7.656338, -0.183049], [2.328031, -7.986704, 1.387829], [1.488185, -7.226465, -0.013545], [1.688125, -1.792680, 2.891993], [0.728967, -3.322058, 2.544013], [2.623936, -2.997458, 4.897555], [0.818006, -3.190811, 4.861123], [1.925815, -4.449585, 4.229370], [3.828471, 5.475971, 0.252427], [2.341880, 5.238571, -0.160562], [2.249556, 3.868942, -0.262962], [0.874009, 3.188111, -0.714427], [0.982472, 1.714939, -1.089855], [-0.157290, 3.647395, 0.482022], [-0.140527, 3.034055, 1.731796], [0.076801, 4.082615, 2.810770], [0.243289, 4.073077, -1.963154], [-1.115760, 4.082330, -2.239694], [-1.475146, 3.747680, -3.674010], [4.225401, 6.414381, -0.134779], [3.932491, 5.498985, 1.337207], [4.469718, 4.711732, -0.186701], [1.646365, 5.730454, 0.519444], [2.079097, 5.622689, -1.146206], [-1.154858, 2.638031, 1.780890], [0.568534, 2.227025, 1.916286], [-0.077603, 3.632434, 3.791387], [1.054655, 4.564145, 2.805971], [-0.613442, 4.913803, 2.666534], [-1.758836, 3.450089, -1.627469], [-1.478401, 5.089382, -2.033697], [-2.542573, 3.610922, -3.847199], [-1.064838, 4.505228, -4.341746], [-0.944290, 2.837161, -3.951935], [-4.456331, 1.591202, -5.210886], [-4.209311, 1.405217, -3.701003], [-2.780007, 1.082011, -3.384676], [-2.335547, -0.189434, -2.466792], [-0.857041, -0.264674, -2.200184], [-3.269605, -0.134045, -1.189553], [-3.215778, 0.991214, -0.340737], [-3.551909, 0.647537, 1.164073], [-2.805822, -1.565987, -3.276141], [-3.875278, -2.324344, -2.926130], [-4.872498, -2.504479, -4.092249], [-3.926358, 2.452203, -5.618213], [-4.146893, 0.651149, -5.667662], [-5.517051, 1.653710, -5.453902], [-4.529495, 2.316665, -3.196185], [-4.796190, 0.614172, -3.234180], [-2.222374, 1.436836, -0.392287], [-3.913914, 1.738836, -0.717248], [-4.434056, 0.007308, 1.170307], [-2.753645, 0.043668, 1.595625], [-3.807012, 1.546894, 1.724587], [-3.575113, -3.289355, -2.517760], [-4.488130, -1.977042, -2.094334], [-4.357475, -2.662334, -5.039846], [-5.555468, -3.352493, -4.042139], [-5.406439, -1.558926, -4.186900]],
  "forces_ev_per_a": [[-5.18, 0.65, 5.98], [2.02, -0.01, -2.85], [-0.25, 0.37, 0.49], [-0.52, -0.13, -0.63], [0.80, -0.22, -0.01], [0.19, -0.37, 0.33], [-0.40, 0.15, -0.30], [0.25, 0.13, 0.24], [0.32, -0.93, 1.12], [1.39, 1.76, 1.66], [-3.39, 0.76, -0.58], [2.90, -5.71, 4.13], [-1.12, 2.52, -2.81], [0.47, 4.77, -1.57], [0.88, -1.17, 1.68], [-0.29, 0.09, -0.56], [-0.28, 0.93, -2.58], [0.08, 0.09, 1.75], [0.75, -0.45, -1.31], [0.14, 0.57, -0.68], [-0.63, -0.22, -0.38], [-0.14, -0.08, -0.16], [-0.27, 0.17, 0.08], [-0.54, -0.56, -0.96], [-0.03, 0.56, -0.22], [-0.22, 0.42, -0.10], [-0.12, -0.24, 0.16], [0.01, -0.40, -0.43], [-0.16, -0.43, 0.15], [-0.22, -0.01, -0.44], [0.14, 0.23, -0.76], [-0.20, 0.27, -0.06], [0.15, -0.01, 0.02], [-0.24, -0.17, 0.51], [-0.63, 0.48, -0.33], [1.90, 3.76, -0.34], [-2.51, -5.76, -1.25], [-1.95, 6.77, 0.94], [1.89, -3.46, -0.65], [2.28, -1.27, -4.61], [-0.96, -0.16, 2.76], [-0.20, 0.39, -0.12], [3.43, -2.65, 2.51], [-3.59, 0.82, -0.65], [1.58, 0.00, -0.46], [-0.32, 0.15, 0.07], [0.02, -0.17, -0.09], [-0.15, -0.13, 0.12], [-0.11, -0.60, 0.37], [0.46, 0.38, -0.03], [0.09, -0.33, 0.69], [0.30, -0.14, -0.75], [-0.10, 0.15, -0.03], [0.28, -0.43, -0.17], [-0.31, -0.18, 0.19], [0.59, -0.34, 0.65], [0.16, 0.12, 0.14], [0.15, 0.27, 0.24], [-0.32, 0.12, -0.08], [-0.19, -0.28, -0.12], [0.63, -1.19, 0.77], [-1.22, 0.21, -0.45], [1.29, -2.58, 1.10], [-1.63, 3.15, 0.17], [1.06, -0.44, -0.53], [1.11, -2.50, -2.37], [-0.23, 2.12, 2.85], [-0.14, -0.63, -1.97], [0.38, 0.63, 0.64], [-2.89, 1.43, -0.77], [1.18, -1.43, -1.17], [-0.01, -0.20, 0.01], [0.33, 0.17, -0.51], [-0.09, 0.33, 0.45], [0.75, 0.12, 0.40], [-0.18, -0.08, -0.28], [0.21, 0.00, 0.00], [-0.14, -0.12, -0.03], [-0.17, 0.08, 0.00], [0.07, 0.40, 0.21], [0.41, -0.05, 0.00], [0.54, -1.48, -0.07], [0.61, 0.53, 0.94], [0.06, 0.19, -0.28], [0.09, 0.04, 0.74], [-0.10, 0.49, 0.24]],
  "lowdin_charge": [2.10, 0.23, -0.06, -0.27, 0.18, 0.10, 0.03, 0.09, -0.06, -0.27, -0.15, 0.65, -0.45, -0.17, -0.28, -0.04, -0.19, -0.25, -0.03, 0.10, 0.08, 0.10, 0.10, 0.13, 0.13, 0.12, 0.10, 0.10, 0.09, 0.08, 0.12, 0.09, 0.09, 0.08, -0.01, -0.26, -0.16, 0.66, -0.44, -0.15, -0.32, -0.03, -0.13, -0.29, -0.04, 0.10, 0.09, 0.08, 0.13, 0.12, 0.10, 0.09, 0.08, 0.09, 0.10, 0.10, 0.15, 0.07, 0.10, 0.07, -0.02, -0.18, -0.17, 0.59, -0.37, -0.17, -0.24, -0.03, 0.01, -0.18, 0.07, 0.09, 0.08, 0.11, 0.13, 0.10, 0.08, 0.13, 0.09, 0.04, 0.08, 0.23, 0.16, 0.12, 0.13, 0.12]
}